Record 1
ORCA calculation (ωB97M-V with the def2-TZVPD basis set) on 9 unconnected molecules or ions with the total composition C4H27N2O9.

Calculated values
total charge = +2
total energy = -954.5208 Ha
spin multiplicity = 2
expectation value of S² = 0.760
HOMO-LUMO gap (alpha / beta) = 0.3273 / 0.1661 Ha

Geometry (Å):
O -3.090 -1.971 -0.550
C -2.373 -1.612 -1.484
C -1.310 -0.582 -1.113
C -0.433 -0.070 -2.287
C 0.685 1.013 -1.979
N -0.134 2.272 -1.749
N -0.452 -0.866 0.062
H -2.354 -1.927 -2.499
H -1.811 0.394 -0.802
H -1.079 0.398 -3.036
H 0.022 -0.891 -2.844
H 1.349 1.315 -2.771
H 1.208 0.798 -1.081
H -0.519 2.066 -0.735
H -0.965 2.495 -2.338
H 0.437 3.104 -1.585
H -0.127 -1.795 -0.079
H -1.014 -0.746 0.964
H 5.381 1.677 0.609
H 3.782 1.469 0.121
O 4.584 1.988 0.350
H 0.840 -3.835 -1.717
H -0.008 -4.415 -0.661
O 0.118 -3.578 -1.153
H 0.500 2.736 1.462
H -1.040 2.874 1.510
O -0.294 2.916 0.988
H 2.935 -1.224 -0.680
H 2.267 -1.539 0.608
O 2.572 -1.972 -0.100
H 0.543 -2.710 3.070
H -0.753 -2.653 3.916
O -0.220 -2.136 3.381
H -1.848 0.930 3.395
H -2.853 1.662 2.645
O -1.933 1.460 2.576
H 1.938 -0.839 3.552
H 3.032 -0.007 4.314
O 2.752 -0.295 3.398
H -3.506 1.276 -2.739
H -3.730 1.420 -1.090
O -3.103 1.402 -1.849

Record 2
ORCA calculation (ωB97M-V with the def2-TZVPD basis set) on 8 unconnected molecules or ions with the total composition C4H27N3O7.

Calculated values
total energy = -859.5186 Ha
SMILES = NCCCNCN.O.O.O.O.O.O.O
HOMO-LUMO gap = 0.3372 Ha

Geometry (Å):
C -3.002 0.063 0.214
C -2.588 -0.732 1.456
C -1.759 -1.977 1.219
N -0.413 -1.654 0.703
N -1.942 0.647 -0.615
C -1.354 1.890 -0.162
N -0.281 1.874 0.820
H -3.610 0.940 0.443
H -3.598 -0.644 -0.371
H -3.504 -0.916 2.030
H -2.142 -0.094 2.237
H -2.341 -2.671 0.629
H -1.555 -2.527 2.135
H -0.288 -0.680 0.951
H -0.223 -1.743 -0.280
H -1.194 -0.026 -0.743
H -0.926 2.443 -0.998
H -2.163 2.505 0.221
H 0.472 1.265 0.501
H -0.450 1.512 1.759
H 3.277 1.593 -1.457
H 2.897 3.020 -1.538
O 2.597 2.158 -1.854
H 0.549 -0.584 -2.312
H 1.647 0.181 -1.439
O 1.024 -0.557 -1.474
H 1.807 -0.856 2.932
H 1.414 -1.649 1.650
O 2.111 -1.094 2.050
H -1.811 0.644 -4.251
H -0.975 1.201 -2.986
O -0.980 0.980 -3.919
H 2.331 0.856 2.469
H 2.386 2.095 1.532
O 2.647 1.767 2.398
H 3.952 -0.549 0.627
H 4.131 0.900 0.932
O 3.814 0.318 0.228
H 0.528 -2.708 -2.082
H -0.185 -3.972 -1.534
O -0.295 -3.220 -2.123

Record 3
ORCA calculation (ωB97M-V with the def2-TZVPD basis set) on 8 unconnected molecules or ions with the total composition C4H27N3O7.

Calculated values
total charge = +3
total energy = -858.5623 Ha
spin multiplicity = 2
expectation value of S² = 0.763
HOMO-LUMO gap (alpha / beta) = 0.4069 / 0.2756 Ha

Geometry (Å):
C 0.769 -0.209 -2.376
C -0.686 0.099 -1.948
C -0.814 0.612 -0.563
C -0.437 1.917 -0.234
N -0.462 2.427 0.969
N -1.382 -0.300 0.435
N 1.380 -1.244 -1.494
H 0.765 -0.506 -3.420
H 1.332 0.715 -2.304
H -1.085 0.844 -2.640
H -1.294 -0.785 -2.142
H -0.145 2.597 -1.038
H -0.259 3.417 1.144
H -0.716 1.892 1.815
H -0.837 -0.300 1.319
H -1.394 -1.283 0.068
H -2.394 -0.045 0.618
H 1.563 -0.870 -0.565
H 0.716 -2.038 -1.392
H 2.277 -1.576 -1.846
H 0.282 3.313 -3.821
H -1.150 3.376 -3.400
O -0.338 2.940 -3.169
H 3.923 1.135 0.795
H 4.326 -0.334 0.966
O 3.566 0.245 0.756
H 1.367 -2.326 1.392
H 1.824 -3.839 1.314
O 1.444 -3.119 0.784
H 0.437 1.445 4.375
H -0.809 0.661 4.319
O -0.146 1.017 3.732
H 2.108 -0.161 1.697
H 0.927 -0.061 2.720
O 1.198 -0.506 1.891
H -4.762 -0.441 1.098
H -4.530 1.040 0.852
O -4.079 0.189 0.827
H -1.408 -3.666 -0.911
H -0.190 -3.350 -0.013
O -0.885 -2.920 -0.608

Record 4
ORCA calculation (ωB97M-V with the def2-TZVPD basis set) on 9 unconnected molecules or ions with the total composition C4H28N2O8.

Calculated values
total energy = -880.4898 Ha
SMILES = CN(C)CCN.O.O.O.O.O.O.O.O
HOMO-LUMO gap = 0.3065 Ha

Geometry (Å):
N 0.057 2.664 -0.371
C 0.655 1.395 -0.457
C -0.305 0.267 -0.688
N 0.221 -0.840 -1.503
C -0.789 -1.796 -1.968
C 1.491 -1.316 -1.077
H -0.642 2.815 -1.122
H -0.332 2.627 0.627
H 1.261 1.074 0.464
H 1.528 1.502 -1.332
H -1.167 0.582 -1.396
H -0.799 -0.053 0.249
H -1.412 -2.116 -1.125
H -1.458 -1.410 -2.793
H -0.374 -2.594 -2.456
H 2.346 -0.573 -1.230
H 1.763 -2.289 -1.314
H 1.459 -1.394 0.061
H 3.828 0.009 -2.465
H 3.199 -0.356 -3.871
O 3.889 -0.694 -3.231
H -2.328 -1.187 1.965
H -2.757 0.422 2.119
O -2.334 -0.397 2.512
H 3.558 1.259 2.865
H 2.818 0.715 1.873
O 3.557 0.316 2.383
H 0.529 1.735 2.871
H 0.349 0.284 2.426
O 0.939 1.026 2.563
H -2.995 -3.266 -0.153
H -2.280 -4.379 0.625
O -2.478 -3.424 0.690
H -4.093 2.252 1.444
H -3.532 1.327 0.277
O -3.366 1.736 1.035
H 0.718 -0.008 -3.479
H 0.641 1.140 -4.538
O 1.286 0.422 -4.158
H -0.154 0.693 4.836
H -1.508 0.635 4.077
O -0.987 1.193 4.764

Record 5
ORCA calculation (ωB97M-V with the def2-TZVPD basis set) on 9 unconnected molecules or ions with the total composition C4H28N2O9.

Calculated values
total energy = -955.7985 Ha
SMILES = NCC[C@@H](N)CO.O.O.O.O.O.O.O.O
HOMO-LUMO gap = 0.3356 Ha

Geometry (Å):
C -0.629 0.175 1.371
O 0.837 -0.008 1.255
C -1.124 0.701 0.022
C -2.674 0.781 -0.047
C -3.190 1.336 -1.426
N -2.929 0.346 -2.500
N -0.592 2.142 0.042
H -0.855 0.755 2.217
H -1.008 -0.883 1.553
H 1.138 0.172 2.150
H -0.554 0.270 -0.803
H -3.082 1.541 0.635
H -3.098 -0.303 0.048
H -2.668 2.276 -1.640
H -4.300 1.517 -1.279
H -2.017 -0.056 -2.466
H -3.714 -0.265 -2.491
H 0.424 2.154 0.033
H -0.919 2.618 -0.784
H 2.107 -2.409 0.812
H 2.515 -3.656 0.189
O 1.702 -3.211 0.400
H -0.735 -2.889 -0.242
H -2.044 -2.631 0.435
O -1.619 -2.659 -0.453
H 0.478 -1.305 -1.844
H 1.431 -2.492 -1.583
O 1.185 -1.819 -2.247
H -3.217 -0.755 3.384
H -2.368 0.053 4.335
O -2.638 -0.822 4.120
H 2.077 1.840 2.889
H 3.354 1.104 3.127
O 2.436 1.048 3.379
H 2.759 -0.123 -3.250
H 2.852 -0.759 -1.938
O 3.453 -0.255 -2.525
H 2.746 0.730 0.425
H 3.125 2.290 0.310
O 2.821 1.562 0.858
H 1.801 1.922 -2.554
H 0.347 1.258 -3.073
O 0.965 1.509 -2.402

Record 6
ORCA calculation (ωB97M-V with the def2-TZVPD basis set) on 12 unconnected molecules or ions with the total composition C4H28O14.

Calculated values
total charge = -2
total energy = -1222.6696 Ha
HOMO-LUMO gap = 0.2759 Ha

Geometry (Å):
O 0.948 -0.655 -3.509
C 0.544 -0.012 -2.522
O 1.222 0.278 -1.505
C -0.778 0.857 -2.622
C -1.853 0.301 -1.699
C -1.336 -0.075 -0.209
O -2.378 -0.485 0.596
H -1.058 0.962 -3.644
H -0.548 1.889 -2.308
H -2.312 -0.577 -2.149
H -2.558 1.081 -1.391
H -0.603 -0.853 -0.379
H -0.883 0.837 0.191
H -1.291 -1.340 3.255
H -1.779 -1.362 1.736
O -1.392 -1.936 2.500
H 2.570 -1.663 -3.205
H 2.586 -1.260 -1.872
O 2.754 -2.112 -2.317
H 1.297 -0.213 2.963
H 0.393 0.915 3.355
O 1.100 0.366 3.727
H 4.182 -0.128 -0.313
H 4.075 0.244 1.168
O 4.678 0.265 0.418
H 0.738 3.367 0.460
H 0.987 2.203 1.396
O 0.418 2.971 1.286
H 1.302 2.036 -1.478
H 2.714 2.586 -1.092
O 1.892 2.839 -1.532
H -3.261 0.649 1.215
H -3.500 2.241 1.147
O -3.572 1.475 1.717
H -3.548 -1.789 -0.554
H -2.605 -2.663 0.224
O -3.030 -2.597 -0.641
H 0.000 -3.218 -0.788
H 1.376 -2.976 -1.361
O 0.925 -3.409 -0.586
H -0.971 3.352 2.363
H -2.251 2.474 2.619
O -1.739 3.237 2.944
H 1.254 -2.041 0.750
H 0.199 -1.756 1.836
O 1.168 -1.672 1.644

The highest total energy belongs to which entry? number 3